Entry from the Open Molecules 2025 dataset: 8 unconnected molecules or ions with the total composition C4H26N2O8 (wB97M-V/def2-TZVPD).

## Properties
* HOMO (alpha / beta): -13.40 / -13.40 eV
* Kohn-Sham gap (alpha / beta): 10.5 / 5.3 eV
* total charge: +1
* spin multiplicity: 2
* electronic energy: -23921.95779 eV

Last column: Löwdin charge in e.
Cartesian coordinates (Å):
C1 -1.2431 0.1834 1.7739  -0.12
C2 0.2204 -0.2769 1.9555  -0.13
C3 0.4937 -1.6160 1.1899  -0.27
N1 -0.2903 -2.7109 1.6901  0.03
N2 -1.6123 0.4140 0.3908  0.21
C4 -1.6847 1.7489 -0.1725  -0.16
O1 -0.3761 2.2932 -0.3358  -0.03
H1 -1.9260 -0.5584 2.1971  0.15
H2 -1.4030 1.1289 2.2918  0.13
H3 0.8690 0.5008 1.5842  0.07
H4 0.4081 -0.5224 3.0005  0.13
H5 0.2789 -1.4212 0.1237  0.07
H6 1.5815 -1.6824 1.2334  0.13
H7 -0.9685 -2.4797 2.3945  0.06
H8 0.2861 -3.4536 2.0502  0.09
H9 -1.2150 -0.3342 -0.1902  0.13
H10 -2.1081 1.6238 -1.1679  0.14
H11 -2.2368 2.4681 0.4271  0.16
H12 0.0054 2.6195 0.5361  0.07
H13 -1.0292 -3.8007 -0.8194  0.03
H14 -0.0581 -3.0307 -1.7382  -0.01
O2 -0.7308 -3.7289 -1.7329  -0.05
H15 0.5297 -0.4209 -2.8046  0.00
H16 1.2292 -1.6641 -3.4525  0.09
O3 0.8581 -1.3259 -2.6239  -0.07
H17 1.5011 3.3092 1.8978  0.06
H18 0.3513 2.6490 2.7786  0.07
O4 0.5410 3.2301 2.0277  -0.02
H19 2.6532 1.7225 0.6869  -0.01
H20 3.7383 1.3908 1.7169  0.05
O5 3.1497 2.0963 1.4529  -0.07
H21 -1.3385 -1.7950 -2.4052  0.03
H22 -2.6566 -0.9884 -1.9992  0.05
O6 -1.8470 -0.9580 -2.4907  -0.05
H23 -1.0109 0.8023 -3.3754  0.04
H24 -0.1487 1.1561 -2.2284  -0.01
O7 -0.1510 1.1911 -3.1959  -0.02
H25 1.0717 1.2038 -0.7331  0.00
H26 2.3220 0.2250 -1.3004  0.08
O8 1.9464 0.8116 -0.6334  -0.04



Entry from the Open Molecules 2025 dataset: 10 unconnected molecules or ions with the total composition C4H27NO12 (wB97M-V/def2-TZVPD).

## Properties
* HOMO: -10.35 eV
* Kohn-Sham gap: 10.3 eV
* total charge: 0
* SMILES string: C[C@@H](O)CNC(=O)O.O.O.O.O.O.O.O.O.O
* electronic energy: -30647.32076 eV

Last column: Löwdin charge in e.
Cartesian coordinates (Å):
C1 2.7363 1.6024 1.1085  -0.06
C2 1.9653 0.5580 0.3707  -0.39
O1 2.8938 -0.5216 0.1057  -0.08
C3 0.7443 0.1176 1.2460  -0.10
N1 0.1684 -1.1190 0.7888  0.11
C4 -0.8986 -1.1253 -0.0067  -0.60
O2 -1.3443 -0.1223 -0.5974  0.00
O3 -1.4714 -2.3043 -0.1387  0.11
H1 2.1473 2.4889 1.4045  0.10
H2 3.6186 1.9316 0.5662  0.08
H3 3.2248 1.2024 2.0156  0.09
H4 1.7096 0.8978 -0.6379  0.14
H5 2.4879 -1.2188 -0.4295  0.07
H6 1.3527 0.0554 2.1593  0.13
H7 0.0234 0.9475 1.2740  0.13
H8 0.4216 -1.9250 1.3658  0.13
H9 -2.0887 -2.3624 -0.9542  0.07
O4 4.1142 -1.9681 1.8472  -0.08
H10 4.0630 -1.2240 1.2003  0.03
H11 3.8013 -1.5499 2.6568  0.04
O5 -1.1273 3.1895 3.3283  -0.06
H12 -1.5021 2.9291 2.4722  0.01
H13 -1.3785 2.3577 3.7561  0.04
O6 1.6326 -3.5417 1.5805  -0.07
H14 1.3576 -3.5203 0.6513  0.00
H15 2.4875 -3.0785 1.5559  0.01
O7 -4.2987 0.4514 -0.4754  -0.05
H16 -4.3998 -0.4265 -0.8604  0.01
H17 -3.3258 0.3781 -0.3992  0.01
O8 -0.6626 3.4420 -1.8873  -0.05
H18 -1.3545 4.0372 -2.1742  0.04
H19 0.2265 3.5122 -2.2264  0.04
O9 -0.9528 0.2344 -3.2635  -0.05
H20 -0.9940 1.1485 -3.4254  -0.01
H21 -1.1496 0.0771 -2.3254  -0.02
O10 -3.0199 -2.2327 -2.1711  0.01
H22 -3.8225 -2.6222 -1.8281  0.08
H23 -3.1919 -1.2877 -2.2826  0.06
O11 -2.8732 3.4899 -0.0773  -0.05
H24 -3.5299 2.8036 -0.2233  0.02
H25 -2.0652 2.9588 -0.1010  0.01
O12 1.5123 -2.9945 -1.3372  -0.01
H26 0.8297 -2.3425 -1.5131  0.04
H27 1.9323 -3.3239 -2.1185  0.06



Entry from the Open Molecules 2025 dataset: 9 unconnected molecules or ions with the total composition C4H27NO8S (wB97M-V/def2-TZVPD).

## Properties
* HOMO (alpha / beta): -13.14 / -12.57 eV
* Kohn-Sham gap (alpha / beta): 10.0 / 4.0 eV
* total charge: +1
* spin multiplicity: 2
* electronic energy: -33284.25619 eV

Last column: Löwdin charge in e.
Cartesian coordinates (Å):
C1 -0.0373 1.0071 -0.9798  -0.23
C2 0.8715 2.1017 -1.5444  -0.24
C3 0.2562 2.9406 -2.6825  -0.44
S1 -1.5360 3.1251 -2.4530  1.12
C4 -0.5147 -0.0011 -2.0259  -0.24
N1 0.3787 -1.1561 -1.9700  0.06
H1 -0.8635 1.6124 -0.5596  0.09
H2 0.4392 0.5640 -0.1204  0.08
H3 1.7505 1.6758 -2.0444  0.13
H4 1.1441 2.7818 -0.7408  0.12
H5 0.3514 2.5039 -3.6764  0.08
H6 0.7895 3.8875 -2.7829  0.11
H7 -1.6002 3.8556 -1.3326  -0.04
H8 -0.4132 0.4448 -3.0211  0.10
H9 -1.5671 -0.2486 -1.8751  0.11
H10 0.7196 -1.5475 -2.8365  0.10
H11 -0.0394 -1.9199 -1.4347  0.08
H12 -2.0891 -3.8595 0.2667  0.05
H13 -2.3561 -2.3726 -0.1220  0.01
O1 -1.6610 -3.0628 -0.0441  -0.07
H14 -1.5306 0.1513 2.4561  0.02
H15 -2.8586 0.9182 2.9309  0.07
O2 -2.4656 0.3664 2.2431  -0.06
H16 2.0936 -2.7632 1.0677  0.02
H17 3.6345 -2.9529 1.3818  0.06
O3 3.0062 -2.5856 0.7465  -0.07
H18 -0.0957 -2.7624 1.3010  0.01
H19 0.1690 -1.6460 2.3068  0.01
O4 0.4991 -2.5207 2.0213  -0.06
H20 3.0506 -0.8309 0.1891  0.03
H21 2.0104 -0.4235 -0.8616  0.00
O5 2.6184 -0.0453 -0.2122  -0.08
H22 -3.2227 -0.5881 1.0384  0.00
H23 -4.3216 -0.6067 -0.1123  0.06
O6 -3.5115 -1.0242 0.2063  -0.08
H24 2.1347 2.4005 1.6591  0.05
H25 2.0781 0.9492 1.2162  0.03
O7 1.6656 1.5936 1.8488  -0.06
H26 0.2456 -0.5072 4.1382  0.08
H27 0.7184 0.6138 3.1076  0.03
O8 0.0588 -0.0689 3.3068  -0.05



Copy entry 1 word for word.
Entry from the Open Molecules 2025 dataset: 8 unconnected molecules or ions with the total composition C4H26N2O8 (wB97M-V/def2-TZVPD).

## Properties
* HOMO (alpha / beta): -13.40 / -13.40 eV
* Kohn-Sham gap (alpha / beta): 10.5 / 5.3 eV
* total charge: +1
* spin multiplicity: 2
* electronic energy: -23921.95779 eV

Last column: Löwdin charge in e.
Cartesian coordinates (Å):
C1 -1.2431 0.1834 1.7739  -0.12
C2 0.2204 -0.2769 1.9555  -0.13
C3 0.4937 -1.6160 1.1899  -0.27
N1 -0.2903 -2.7109 1.6901  0.03
N2 -1.6123 0.4140 0.3908  0.21
C4 -1.6847 1.7489 -0.1725  -0.16
O1 -0.3761 2.2932 -0.3358  -0.03
H1 -1.9260 -0.5584 2.1971  0.15
H2 -1.4030 1.1289 2.2918  0.13
H3 0.8690 0.5008 1.5842  0.07
H4 0.4081 -0.5224 3.0005  0.13
H5 0.2789 -1.4212 0.1237  0.07
H6 1.5815 -1.6824 1.2334  0.13
H7 -0.9685 -2.4797 2.3945  0.06
H8 0.2861 -3.4536 2.0502  0.09
H9 -1.2150 -0.3342 -0.1902  0.13
H10 -2.1081 1.6238 -1.1679  0.14
H11 -2.2368 2.4681 0.4271  0.16
H12 0.0054 2.6195 0.5361  0.07
H13 -1.0292 -3.8007 -0.8194  0.03
H14 -0.0581 -3.0307 -1.7382  -0.01
O2 -0.7308 -3.7289 -1.7329  -0.05
H15 0.5297 -0.4209 -2.8046  0.00
H16 1.2292 -1.6641 -3.4525  0.09
O3 0.8581 -1.3259 -2.6239  -0.07
H17 1.5011 3.3092 1.8978  0.06
H18 0.3513 2.6490 2.7786  0.07
O4 0.5410 3.2301 2.0277  -0.02
H19 2.6532 1.7225 0.6869  -0.01
H20 3.7383 1.3908 1.7169  0.05
O5 3.1497 2.0963 1.4529  -0.07
H21 -1.3385 -1.7950 -2.4052  0.03
H22 -2.6566 -0.9884 -1.9992  0.05
O6 -1.8470 -0.9580 -2.4907  -0.05
H23 -1.0109 0.8023 -3.3754  0.04
H24 -0.1487 1.1561 -2.2284  -0.01
O7 -0.1510 1.1911 -3.1959  -0.02
H25 1.0717 1.2038 -0.7331  0.00
H26 2.3220 0.2250 -1.3004  0.08
O8 1.9464 0.8116 -0.6334  -0.04



Q: Which formula does entry 2 have?
A: C4H27NO12